Molecular formula: CH6OSi2
Method: DFT, wB97M-V/def2-TZVPD

```
! RIJCOSX wB97M-V def2-TZVPD def2/J DEFGRID3
* xyz 0 1
C -0.0730 0.2965 0.5818
O 1.8061 -1.1315 -0.0730
Si -1.6799 -0.3925 -0.1638
Si 1.8102 0.4066 -0.2183
H -0.2024 0.0148 1.6378
H -1.5289 -0.2758 -1.6067
H -2.1199 -1.7621 0.1699
H -2.6367 0.4680 0.4823
H 1.8683 1.1744 -1.4245
H 2.7563 1.2017 0.6144
*
```

The energy above the lowest of the compared OMol25 structures with the same formula, charge and spin is 4.133 eV. The HOMO energy (alpha / beta) is -10.1 / -10.5 eV. The value obtained for the gap between HOMO and LUMO (alpha / beta) is 7.961 / 8.622 eV.

Listed below, in e, are the Mulliken charges computed for each atom: atom 1 (C): -0.281, atom 2 (O): -0.405, atom 3 (Si): 0.461, atom 4 (Si): 0.469, atom 5 (H): 0.286, atom 6 (H): -0.110, atom 7 (H): -0.082, atom 8 (H): -0.098, atom 9 (H): -0.120, atom 10 (H): -0.120

=====

Molecular formula: C36H52O30
Method: DFT, wB97M-V/def2-TZVPD

```
! RIJCOSX wB97M-V def2-TZVPD def2/J DEFGRID3
* xyz -1 2
C -9.5739 19.9395 -10.8963
C -9.1414 18.9764 -11.9774
O -10.4026 18.6828 -12.4807
C -11.3371 19.5413 -12.2221
O -12.5049 19.6032 -12.5322
O -10.8027 20.4400 -11.3494
H -8.8090 20.6846 -10.6774
H -9.7480 19.2583 -10.0634
H -8.6900 18.0698 -11.5745
H -8.5608 19.4741 -12.7542
C -14.1941 19.2384 -7.1582
C -12.9794 19.6227 -6.3496
O -11.9156 18.8563 -6.9491
C -12.3179 18.2601 -8.0571
O -11.5526 17.5903 -8.7542
O -13.6088 18.5459 -8.2841
H -14.6668 20.1904 -7.3996
H -14.9112 18.5968 -6.6461
H -13.0352 19.2064 -5.3438
H -12.5884 20.6299 -6.4938
C -5.9860 20.4110 -8.0652
C -5.3714 21.7170 -8.7423
O -6.5279 22.5315 -8.8797
C -7.6727 21.8229 -8.5876
O -8.8516 22.2665 -8.3812
O -7.3890 20.5557 -8.3347
H -5.8495 20.4610 -6.9849
H -5.4635 19.5587 -8.4995
H -4.9734 21.4183 -9.7120
H -4.6020 22.0763 -8.0588
C -5.2581 20.0047 -16.0013
C -6.5579 19.4878 -15.6192
O -7.4034 19.9295 -16.6785
C -6.7205 20.7490 -17.5141
O -7.1053 21.2596 -18.5081
O -5.4791 20.9272 -17.0124
H -4.4997 19.2720 -16.2769
H -4.8484 20.4910 -15.1160
H -6.8538 19.9452 -14.6751
H -6.4112 18.4095 -15.5569
C -15.0575 18.3204 -11.5060
C -14.1631 17.1145 -12.0123
C -14.0138 15.9445 -11.0846
O -14.2768 14.7466 -11.8276
C -14.7806 15.1212 -12.9229
O -15.1874 14.2946 -13.7754
O -14.8500 16.5305 -13.0605
H -15.4857 19.0305 -12.2134
H -14.4784 18.8484 -10.7484
H -15.9614 17.8726 -11.0930
H -13.2722 17.5186 -12.4930
H -14.8468 16.0608 -10.3912
H -13.0616 15.9233 -10.5547
C -3.2806 23.7530 -13.1028
C -4.8235 23.5050 -12.9208
C -5.5384 22.9870 -14.1291
O -6.2690 21.9046 -13.6434
C -5.8313 21.5764 -12.3935
O -6.1998 20.5807 -11.7446
O -4.9616 22.4744 -11.9994
H -2.7328 24.1694 -12.2574
H -3.0927 24.3440 -13.9992
H -2.7305 22.8484 -13.3618
H -5.3883 24.3299 -12.4863
H -4.7954 22.7537 -14.8918
H -6.1621 23.6611 -14.7162
C -14.0839 21.8417 -10.2697
C -14.4786 23.2347 -9.7149
C -13.7715 24.4134 -10.4038
O -14.8366 25.3391 -10.6029
C -16.0518 24.7849 -10.2738
O -17.1194 25.3924 -10.5100
O -15.8722 23.5378 -9.8648
H -13.0144 21.7224 -10.0961
H -14.1506 21.8937 -11.3564
H -14.8584 21.1906 -9.8644
H -14.1962 23.2993 -8.6641
H -13.4208 24.0741 -11.3785
H -13.0560 24.9901 -9.8176
C -4.2207 16.8890 -8.6544
C -5.1482 17.3245 -9.7598
C -5.0602 16.5602 -11.0409
O -6.2485 15.8426 -11.1280
C -7.0990 16.2862 -10.2044
O -8.2303 15.8322 -10.0524
O -6.4949 17.1846 -9.4113
H -4.3109 15.8093 -8.5353
H -4.5091 17.4702 -7.7786
H -3.2293 17.1778 -9.0034
H -4.9695 18.3743 -9.9925
H -4.2300 15.8542 -11.0616
H -5.0857 17.2264 -11.9032
C -13.4597 19.5909 -15.5376
C -14.6047 19.1748 -16.5882
C -15.2896 17.8538 -16.4798
O -16.6584 18.2217 -16.5448
C -16.8264 19.5350 -16.8305
O -17.8739 19.9668 -17.3098
O -15.6394 20.1798 -16.6786
H -13.8884 19.9170 -14.5900
H -12.8654 20.4384 -15.8789
H -12.6992 18.8124 -15.4780
H -14.0799 19.1801 -17.5435
H -15.0609 17.3357 -15.5484
H -14.9405 17.3381 -17.3744
C -10.3133 25.7655 -10.0366
C -9.2387 24.8826 -10.6840
C -9.8796 23.6737 -11.3980
O -9.2078 23.6282 -12.6050
C -8.7771 24.8394 -12.8954
O -8.1018 24.9968 -13.8839
O -8.8214 25.6279 -11.8373
H -10.4373 25.6507 -8.9598
H -11.2992 25.8260 -10.4975
H -10.0240 26.8153 -9.9867
H -8.3731 24.6134 -10.0787
H -10.9422 23.9118 -11.4448
H -9.7414 22.7780 -10.7925
*
```

The HOMO energy (alpha / beta) is -0.2 / -8.8 eV. Its expectation value of S² is 0.751. The value obtained for the gap between HOMO and LUMO (alpha / beta) is 1.598 / 10.248 eV.

Atomic partial charges in e from the Mulliken method, atoms 1 to 99: atom 1 (C): 1.103, atom 2 (C): 0.512, atom 3 (O): -0.365, atom 4 (C): 0.286, atom 5 (O): -0.379, atom 6 (O): -0.062, atom 7 (H): -0.938, atom 8 (H): 0.031, atom 9 (H): -0.061, atom 10 (H): -0.116, atom 11 (C): -0.191, atom 12 (C): -0.357, atom 13 (O): -0.384, atom 14 (C): 0.716, atom 15 (O): -0.529, atom 16 (O): -0.244, atom 17 (H): 0.144, atom 18 (H): 0.333, atom 19 (H): 0.250, atom 20 (H): 0.283, atom 21 (C): -0.135, atom 22 (C): -1.418, atom 23 (O): 0.113, atom 24 (C): 0.976, atom 25 (O): -0.638, atom 26 (O): -0.234, atom 27 (H): 0.405, atom 28 (H): -0.562, atom 29 (H): 0.502, atom 30 (H): 0.291, atom 31 (C): -0.710, atom 32 (C): 0.877, atom 33 (O): -0.396, atom 34 (C): 0.723, atom 35 (O): -0.541, atom 36 (O): -0.285, atom 37 (H): 0.297, atom 38 (H): 0.042, atom 39 (H): -0.532, atom 40 (H): 0.291, atom 41 (C): -1.471, atom 42 (C): 1.091, atom 43 (C): -0.233, atom 44 (O): -0.302, atom 45 (C): 0.529, atom 46 (O): -0.654, atom 47 (O): -0.350, atom 48 (H): 0.318, atom 49 (H): 0.106, atom 50 (H): 0.519, atom 51 (H): -0.104, atom 52 (H): 0.280, atom 53 (H): 0.245, atom 54 (C): -1.993, atom 55 (C): 0.705, atom 56 (C): -0.678, atom 57 (O): -0.148, atom 58 (C): -1.476, atom 59 (O): 0.319, atom 60 (O): 0.651, atom 61 (H): 0.398, atom 62 (H): 0.434, atom 63 (H): 0.511, atom 64 (H): 0.313, atom 65 (H): 0.240, atom 66 (H): 0.479, atom 67 (C): -1.092, atom 68 (C): 0.543, atom 69 (C): -0.054, atom 70 (O): -0.431, atom 71 (C): 0.572, atom 72 (O): -0.603, atom 73 (O): -0.364, atom 74 (H): 0.198, atom 75 (H): 0.347, atom 76 (H): 0.278, atom 77 (H): 0.274, atom 78 (H): 0.334, atom 79 (H): -0.002, atom 80 (C): -2.044, atom 81 (C): 2.468, atom 82 (C): -1.877, atom 83 (O): 0.027, atom 84 (C): 1.008, atom 85 (O): -0.650, atom 86 (O): -0.323, atom 87 (H): 0.390, atom 88 (H): 0.300, atom 89 (H): 0.725, atom 90 (H): -0.637, atom 91 (H): 0.124, atom 92 (H): 0.685, atom 93 (C): -1.299, atom 94 (C): 0.341, atom 95 (C): 0.096, atom 96 (O): -0.355, atom 97 (C): 0.647, atom 98 (O): -0.591, atom 99 (O): -0.383

=====

Molecular formula: C6H13NO3
Method: DFT, wB97M-V/def2-TZVPD

```
! RIJCOSX wB97M-V def2-TZVPD def2/J DEFGRID3
* xyz 0 1
C -1.5018 1.6377 1.2335
C -0.4355 0.9393 0.2600
C -0.9823 0.7831 -1.2151
C 0.0368 0.1869 -2.2273
C 0.4150 -1.0765 -1.5987
N 0.7614 -2.0895 -1.1958
H -2.2718 2.2663 0.6975
H -2.1285 0.7773 1.7269
H -1.1080 2.3483 2.0627
H 0.5585 1.4759 0.1590
H -0.2211 0.0852 0.7805
H -1.8672 0.2198 -1.2605
H -1.3521 1.7758 -1.4759
H -0.5709 -0.0890 -3.1065
H 0.9775 0.7393 -2.6703
O 3.9845 -2.6475 2.3623
C 2.7453 -2.7050 1.6586
O 2.0237 -1.5754 1.9383
O 3.0568 -2.8644 0.2903
H 4.5948 -2.1604 1.7970
H 2.1435 -3.4127 2.3052
H 2.3337 -0.6792 1.6896
H 2.3069 -2.9151 -0.2758
*
```

The energy above the lowest of the compared OMol25 structures with the same formula, charge and spin is 2.817 eV. The HOMO energy is -10.3 eV. Its structure (SMILES) is CCCCC#N.OC(O)O. The value obtained for the gap between HOMO and LUMO is 10.930 eV.

Listed below, in e, are the Mulliken charges computed for each atom: atom 1 (C): -1.133, atom 2 (C): -0.268, atom 3 (C): -0.833, atom 4 (C): -0.350, atom 5 (C): 0.312, atom 6 (N): -0.546, atom 7 (H): 0.297, atom 8 (H): 0.279, atom 9 (H): 0.305, atom 10 (H): 0.296, atom 11 (H): 0.283, atom 12 (H): 0.351, atom 13 (H): 0.412, atom 14 (H): 0.274, atom 15 (H): 0.273, atom 16 (O): -0.499, atom 17 (C): 0.233, atom 18 (O): -0.411, atom 19 (O): -0.480, atom 20 (H): 0.301, atom 21 (H): 0.248, atom 22 (H): 0.263, atom 23 (H): 0.393

=====

Molecular formula: C34H70ClN5O17P
Method: DFT, wB97M-V/def2-TZVPD

```
! RIJCOSX wB97M-V def2-TZVPD def2/J DEFGRID3
* xyz -1 1
Cl -1.6992 0.1534 -2.0236
O -3.0818 0.0997 -2.4905
O -0.8583 -0.0510 -3.1443
O -1.4148 1.4294 -1.4593
O -1.3407 -0.8395 -1.0396
O 3.1704 -0.1260 6.3458
P 4.1691 0.8974 6.6892
N 4.0073 2.3574 5.7428
C 2.9559 3.3354 6.0108
C 4.4176 2.4065 4.3444
N 5.8575 0.4796 6.5794
C 6.9594 1.4778 6.4745
C 6.4295 -0.8897 6.7575
N 3.9410 1.4162 8.3551
C 3.1834 0.5993 9.3172
C 4.9013 2.4268 8.9397
H 2.0800 2.9504 5.4887
H 3.2444 4.3508 5.7393
H 2.6480 3.4400 7.0512
H 5.4308 2.0092 4.2832
H 4.3792 3.4173 3.9384
H 3.7171 1.7996 3.7708
H 7.9167 1.0372 6.7529
H 7.1165 1.7147 5.4222
H 6.7637 2.4525 6.9215
H 5.5781 -1.4911 7.0761
H 6.9394 -1.3043 5.8879
H 7.0717 -0.9437 7.6366
H 3.1393 1.0572 10.3054
H 2.1560 0.3913 9.0184
H 3.6559 -0.3785 9.4112
H 5.7610 1.9623 9.4225
H 4.2930 2.9469 9.6797
H 5.2603 3.2263 8.2916
O -3.6426 -7.6266 -1.9821
C -3.3653 -7.8994 -3.1183
O -2.9687 -9.1169 -3.5748
C -2.7047 -9.0307 -5.0154
C -3.5257 -7.8746 -5.4758
C -3.4330 -6.9332 -4.2347
H -3.0351 -9.9569 -5.4857
H -1.6416 -8.9802 -5.2510
H -4.5320 -8.2183 -5.7154
H -3.0763 -7.3517 -6.3200
H -4.3505 -6.3446 -4.2366
H -2.5986 -6.2347 -4.1721
O 2.1095 -7.4555 2.3760
C 3.2966 -7.3142 2.1727
O 4.2608 -8.2629 2.3271
C 5.5627 -7.7081 2.2681
C 5.3558 -6.5841 1.2335
C 3.9078 -6.1117 1.4745
H 6.1621 -8.4955 1.8110
H 6.0439 -7.3728 3.1869
H 5.4648 -6.9356 0.2075
H 6.0223 -5.7543 1.4690
H 3.2839 -5.7876 0.6416
H 3.9059 -5.3317 2.2359
O -10.1746 4.2819 5.1376
C -9.3804 4.5388 4.2632
O -9.0122 3.7076 3.3297
C -8.0824 4.3040 2.4516
C -7.4461 5.4034 3.2697
C -8.5419 5.7884 4.2411
H -8.6910 4.7019 1.6396
H -7.3845 3.5996 1.9989
H -7.1686 6.2985 2.7130
H -6.5995 4.9506 3.7857
H -9.1918 6.6010 3.9164
H -8.1466 5.9856 5.2376
O 6.7388 3.0652 -3.2557
C 6.4687 4.2314 -3.5940
O 7.3808 5.1693 -3.4096
C 7.0005 6.3590 -4.1003
C 5.5664 6.1270 -4.5231
C 5.1791 4.7162 -4.1834
H 7.6191 6.5161 -4.9840
H 7.0231 7.1218 -3.3221
H 5.4904 6.4566 -5.5593
H 4.9765 6.7861 -3.8862
H 4.8472 4.1376 -5.0454
H 4.3542 4.6274 -3.4764
O 3.4565 -5.0290 -6.2355
C 4.4655 -4.6095 -6.8540
O 5.3858 -5.3909 -7.4271
C 6.2849 -4.5958 -8.2105
C 5.4871 -3.3156 -8.5386
C 4.6124 -3.1739 -7.3712
H 6.4852 -5.1176 -9.1463
H 7.2905 -4.4920 -7.8028
H 4.9436 -3.5817 -9.4452
H 6.0683 -2.3985 -8.6344
H 3.6804 -2.7469 -7.7415
H 5.0365 -2.6118 -6.5391
C -5.0235 -1.1250 5.2129
C -5.4380 -2.5394 4.6138
C -6.4372 -2.3514 3.5373
O -6.4680 -3.6043 2.8630
C -7.4929 -3.7096 1.8850
N -4.1724 -3.1055 4.2046
H -4.7124 -0.4539 4.4123
H -4.1793 -1.1539 5.9018
H -5.8715 -0.6422 5.6986
H -5.9057 -3.1617 5.3768
H -6.1731 -1.5569 2.8394
H -7.4404 -2.1087 3.8878
H -8.5336 -3.8001 2.1962
H -7.3757 -4.6628 1.3695
H -7.5081 -3.0327 1.0307
H -4.0437 -2.5292 3.3852
H -3.4457 -2.6945 4.7731
C -6.5342 5.9900 -7.7865
C -5.6020 5.2025 -6.9524
C -4.2678 5.9458 -6.5633
O -3.6338 6.3154 -7.7925
C -2.2491 6.4697 -7.6678
N -6.3336 5.0176 -5.6484
H -7.6018 5.8523 -7.6155
H -6.3389 5.9615 -8.8584
H -6.4346 7.0470 -7.5395
H -5.4285 4.2556 -7.4637
H -3.6076 5.3253 -5.9573
H -4.5098 6.8901 -6.0757
H -1.9190 7.4562 -7.3424
H -1.7818 6.4405 -8.6521
H -1.7506 5.6271 -7.1885
H -5.8382 4.2744 -5.1768
H -7.2203 4.6204 -5.9242
*
```

The HOMO energy is -5.5 eV. The value obtained for the gap between HOMO and LUMO is 7.371 eV.

Atomic partial charges in e from the Mulliken method, atoms 1 to 99: atom 1 (Cl): 1.600, atom 2 (O): -0.656, atom 3 (O): -0.651, atom 4 (O): -0.656, atom 5 (O): -0.638, atom 6 (O): -0.816, atom 7 (P): 0.330, atom 8 (N): 0.271, atom 9 (C): -1.087, atom 10 (C): -0.918, atom 11 (N): 0.250, atom 12 (C): -0.989, atom 13 (C): -1.103, atom 14 (N): 0.222, atom 15 (C): -0.931, atom 16 (C): -1.099, atom 17 (H): 0.389, atom 18 (H): 0.348, atom 19 (H): 0.311, atom 20 (H): 0.213, atom 21 (H): 0.332, atom 22 (H): 0.331, atom 23 (H): 0.361, atom 24 (H): 0.283, atom 25 (H): 0.278, atom 26 (H): 0.333, atom 27 (H): 0.320, atom 28 (H): 0.402, atom 29 (H): 0.332, atom 30 (H): 0.287, atom 31 (H): 0.290, atom 32 (H): 0.287, atom 33 (H): 0.454, atom 34 (H): 0.318, atom 35 (O): -0.556, atom 36 (C): 0.492, atom 37 (O): -0.370, atom 38 (C): -0.396, atom 39 (C): -0.451, atom 40 (C): -0.380, atom 41 (H): 0.295, atom 42 (H): 0.252, atom 43 (H): 0.274, atom 44 (H): 0.291, atom 45 (H): 0.256, atom 46 (H): 0.293, atom 47 (O): -0.555, atom 48 (C): 0.469, atom 49 (O): -0.346, atom 50 (C): -0.331, atom 51 (C): -0.495, atom 52 (C): -0.377, atom 53 (H): 0.256, atom 54 (H): 0.258, atom 55 (H): 0.273, atom 56 (H): 0.308, atom 57 (H): 0.330, atom 58 (H): 0.210, atom 59 (O): -0.606, atom 60 (C): 0.489, atom 61 (O): -0.341, atom 62 (C): -0.429, atom 63 (C): -0.459, atom 64 (C): -0.301, atom 65 (H): 0.247, atom 66 (H): 0.340, atom 67 (H): 0.289, atom 68 (H): 0.268, atom 69 (H): 0.260, atom 70 (H): 0.241, atom 71 (O): -0.621, atom 72 (C): 0.477, atom 73 (O): -0.330, atom 74 (C): -0.356, atom 75 (C): -0.444, atom 76 (C): -0.270, atom 77 (H): 0.250, atom 78 (H): 0.275, atom 79 (H): 0.350, atom 80 (H): 0.190, atom 81 (H): 0.225, atom 82 (H): 0.253, atom 83 (O): -0.591, atom 84 (C): 0.486, atom 85 (O): -0.331, atom 86 (C): -0.432, atom 87 (C): -0.423, atom 88 (C): -0.367, atom 89 (H): 0.279, atom 90 (H): 0.270, atom 91 (H): 0.265, atom 92 (H): 0.297, atom 93 (H): 0.270, atom 94 (H): 0.278, atom 95 (C): -1.419, atom 96 (C): 0.255, atom 97 (C): -0.688, atom 98 (O): -0.296, atom 99 (C): -0.887

=====

Molecular formula: C4H8O2
Method: DFT, wB97M-V/def2-TZVPD

```
! RIJCOSX wB97M-V def2-TZVPD def2/J DEFGRID3
* xyz 0 1
O 2.1040 0.9661 -0.2746
C 0.8642 0.4495 -0.3374
C -0.3506 1.0034 -0.3940
C -1.0234 -0.3433 -0.2193
O -1.8404 -0.8344 -1.2590
C 0.3940 -0.9780 -0.2459
H 2.7393 0.2462 -0.1798
H 0.5237 0.5234 2.5517
H -0.7191 2.0224 -0.4393
H 0.1975 0.8427 1.9633
H -1.5171 -0.4791 0.7564
H -2.6348 -0.2869 -1.2819
H 0.5562 -1.5750 -1.1476
H 0.6877 -1.5466 0.6462
*
```

The energy above the lowest of the compared OMol25 structures with the same formula, charge and spin is 3.212 eV. The HOMO energy is -8.9 eV. The value obtained for the gap between HOMO and LUMO is 9.712 eV.

Listed below, in e, are the Mulliken charges computed for each atom: atom 1 (O): -0.508, atom 2 (C): 0.409, atom 3 (C): -0.889, atom 4 (C): 0.517, atom 5 (O): -0.557, atom 6 (C): -0.802, atom 7 (H): 0.327, atom 8 (H): 0.249, atom 9 (H): 0.361, atom 10 (H): -0.251, atom 11 (H): 0.283, atom 12 (H): 0.294, atom 13 (H): 0.280, atom 14 (H): 0.288